# 1
C8H14F3N2 | the ωB97M-V functional and the def2-TZVPD basis

Geometry as ORCA input:
```
! RIJCOSX wB97M-V def2-TZVPD def2/J DEFGRID3
* xyz 1 1
N 2.15503 1.59534 0.30960
C 2.11283 0.18509 -0.03329
C 1.15577 -0.09178 -1.25847
C 0.13468 -1.21721 -0.83483
C -1.27835 -0.78244 -1.34471
C -2.22237 -0.23848 -0.25873
C -1.82495 1.15199 0.17821
F -1.54952 2.11952 -0.70843
C -1.75628 1.44751 1.47400
F -2.71573 1.07393 2.26099
F -0.79373 2.11648 2.05379
C 0.34978 -1.40890 0.68727
N 1.52771 -0.54628 1.12608
H 1.20562 1.96812 0.31277
H 2.65792 2.09788 -0.41641
H 3.06754 -0.18042 -0.41459
H 1.74442 -0.55162 -2.05658
H 0.64849 0.83663 -1.51962
H 0.29328 -2.21683 -1.24470
H -1.77558 -1.66417 -1.76701
H -1.19470 -0.07615 -2.17576
H -3.21948 -0.16027 -0.72183
H -2.31374 -0.88444 0.61528
H 0.73363 -2.41702 0.88421
H -0.47561 -1.25699 1.38309
H 2.23872 -1.01597 1.69096
H 1.09461 0.11646 1.77871
*
```

The calculation puts the frontier orbital gap at 0.333 Ha. As for the energy above the lowest of the compared OMol25 structures with the same formula, charge and spin: 0.0 kcal/mol.

Mulliken population analysis, charges in e, atoms 1 to 8: -0.724 -0.200 -1.056 0.622 -1.078 -0.786 0.635 -0.330

***

# 2
C63H57BCl2O12S | the ωB97M-V functional and the def2-TZVPD basis

Geometry as ORCA input:
```
! RIJCOSX wB97M-V def2-TZVPD def2/J DEFGRID3
* xyz 0 1
C 6.10417 1.07596 4.15115
C 6.45038 0.12954 2.88151
C 6.16466 0.83884 1.47056
C 4.61949 0.71794 1.00658
C 4.46028 1.24012 -0.49758
C 3.84971 2.73492 -0.60461
C 4.61160 3.77649 0.33208
C 4.02453 5.28563 0.21676
C 2.45559 5.17869 0.50898
C 1.84833 6.36270 1.38957
C 0.27191 6.56543 1.23802
C -0.59696 5.30892 1.64564
C -1.47546 5.25128 2.76347
Cl -1.65460 6.69073 3.88208
C -2.29782 3.89687 3.03916
O -3.43152 3.93139 3.53342
C -1.52189 2.53740 2.67595
C -1.71110 1.22734 3.53717
C -2.37516 -0.01244 2.79139
C -3.28964 0.32537 1.53180
C -4.84321 0.61852 1.91530
S -5.51685 1.91520 0.76868
O -7.03085 1.91173 0.76060
O -5.10004 3.30553 1.14091
Cl -4.89167 1.64135 -1.21827
C -0.66055 2.60684 1.56887
B 0.26646 1.39317 1.03617
O 1.30540 0.85769 1.86083
O 0.11870 0.83779 -0.28400
C -0.56840 3.98555 0.75340
O -0.46566 3.96925 -0.48319
H 5.07701 0.78638 4.56275
H 6.10637 2.18534 3.87937
H 6.89310 0.86746 4.94443
H 7.56183 -0.10216 2.92304
H 5.85734 -0.83743 2.97711
H 6.35238 1.96429 1.60877
H 6.84350 0.38875 0.66975
H 4.33944 -0.38462 1.14419
H 4.01074 1.32445 1.75028
H 5.47804 1.16367 -1.00147
H 3.78513 0.47693 -1.03324
H 2.73301 2.61624 -0.35136
H 3.90052 3.00924 -1.71320
H 4.45926 3.42358 1.41451
H 5.72299 3.76376 0.03624
H 4.13762 5.55296 -0.89601
H 4.58645 6.02261 0.86950
H 1.87275 5.08740 -0.46816
H 2.29599 4.20393 1.10487
H 2.33056 7.33473 1.00089
H 2.16807 6.31029 2.49354
H 0.03816 6.81687 0.14574
H -0.04021 7.48825 1.84290
H -2.33358 1.49692 4.46536
H -0.68261 0.92628 3.94729
H -1.52456 -0.68225 2.41216
H -2.98458 -0.68066 3.50238
H -2.87988 1.11691 0.82816
H -3.33794 -0.64019 0.90710
H -5.44354 -0.33506 1.68632
H -4.99203 0.85394 3.01518
H 1.52632 1.55645 2.52201
H 0.97787 0.99178 -0.74616
O 10.99463 -1.93831 -6.01905
C 10.27993 -1.26648 -5.29675
C 10.85902 -0.20030 -4.44664
C 12.23101 0.04776 -4.49156
C 12.77686 1.07200 -3.72711
C 11.95586 1.85277 -2.91667
C 10.59113 1.59717 -2.85620
C 10.04031 0.56590 -3.61647
C 8.58805 0.28986 -3.53159
O 7.88185 0.92310 -2.76590
C 8.00602 -0.76195 -4.39569
C 6.63327 -1.00729 -4.35144
C 6.07242 -1.96946 -5.18267
C 6.87928 -2.68932 -6.06086
C 8.24957 -2.45739 -6.09735
C 8.81743 -1.49636 -5.26069
H 12.87440 -0.55349 -5.12501
H 13.84345 1.26640 -3.76669
H 12.38113 2.66012 -2.32996
H 9.95727 2.20511 -2.21933
H 5.99924 -0.44625 -3.67286
H 5.00418 -2.15609 -5.14970
H 6.43918 -3.43357 -6.71613
H 8.87269 -3.02379 -6.78138
O -10.01728 -2.38150 7.38614
C -9.46500 -2.60875 6.32422
C -9.07428 -3.99090 5.96024
C -9.36133 -5.04055 6.83305
C -9.03387 -6.34482 6.48212
C -8.42039 -6.60631 5.25913
C -8.11717 -5.56112 4.39473
C -8.43789 -4.25010 4.74597
C -8.09460 -3.14149 3.82617
O -7.48965 -3.36189 2.79039
C -8.50279 -1.76341 4.18039
C -8.21737 -0.71519 3.30540
C -8.62465 0.57714 3.61214
C -9.31941 0.82808 4.79338
C -9.59369 -0.21189 5.67491
C -9.18112 -1.51019 5.37294
H -9.84389 -4.84348 7.78438
H -9.26194 -7.16040 7.16023
H -8.17659 -7.62609 4.98072
H -7.63469 -5.77008 3.44578
H -7.68135 -0.90484 2.38153
H -8.40430 1.38997 2.92735
H -9.64540 1.83593 5.02763
H -10.13236 -0.00930 6.59463
O -1.74736 -5.13400 -4.96674
C -2.62882 -4.30901 -4.80129
C -3.85755 -4.34473 -5.62816
C -4.01299 -5.34455 -6.58856
C -5.17944 -5.40904 -7.34124
C -6.19492 -4.47750 -7.13744
C -6.03620 -3.46970 -6.19369
C -4.86444 -3.39724 -5.44104
C -4.69743 -2.30903 -4.45055
O -5.55281 -1.45032 -4.32548
C -3.47856 -2.28499 -3.61037
C -3.32538 -1.28613 -2.64854
C -2.20040 -1.27386 -1.83238
C -1.22530 -2.25856 -1.97270
C -1.36792 -3.24745 -2.93953
C -2.49297 -3.26007 -3.76488
H -3.22784 -6.07591 -6.74778
H -5.30049 -6.18994 -8.08459
H -7.11027 -4.53627 -7.71673
H -6.82820 -2.74381 -6.04281
H -4.08352 -0.51843 -2.53081
H -2.08440 -0.49819 -1.08278
H -0.35204 -2.25321 -1.32863
H -0.60322 -4.00970 -3.04585
*
```

The calculation puts the frontier orbital gap at 0.309 Ha.

Mulliken population analysis, charges in e, atoms 1 to 8: -0.826 -0.588 -0.314 -0.186 -0.350 0.031 -0.370 -0.896

***

Here are the calculated calculated total energy numbers, same order: -19646.7743 -127380.8062 (eV).